ORCA calculation (ωB97M-V/def2-TZVPD) on C69H47Cl4N7OS3Sn as an isolated structure at a distorted geometry.

XYZ file:
```
132
Properties=species:S:1:pos:R:3:forces:R:3
Sn -0.088 -0.824 -0.301 0.09 -0.36 -0.06
Cl 3.466 6.806 -5.081 0.00 0.01 -0.02
C 2.882 5.319 -4.366 -0.04 -0.07 0.04
C 1.637 5.297 -3.762 -0.01 -0.01 0.01
C 1.183 4.115 -3.193 -0.13 0.06 0.01
C 1.962 2.962 -3.214 0.13 -0.02 -0.03
C 3.215 3.017 -3.824 -0.04 0.02 -0.01
C 3.679 4.188 -4.407 0.04 -0.02 -0.01
C 1.491 1.712 -2.559 -0.24 -0.09 -0.04
C 0.323 1.122 -3.044 0.25 0.07 0.03
C -0.340 1.497 -4.260 -0.18 -0.04 -0.03
C -1.469 0.738 -4.345 0.03 0.25 0.00
C -1.485 -0.119 -3.187 -0.07 -0.09 0.30
C -2.421 -1.177 -2.922 0.43 -0.20 -0.01
C -3.872 -1.008 -3.081 -0.12 -0.03 -0.05
C -4.743 -1.863 -2.378 0.09 0.07 -0.03
C -6.115 -1.686 -2.387 -0.06 -0.03 -0.05
C -6.661 -0.629 -3.094 0.08 0.00 -0.02
Cl -8.392 -0.391 -3.113 -0.02 0.01 0.02
C -5.841 0.254 -3.774 0.01 0.00 -0.03
C -4.470 0.063 -3.763 0.00 -0.03 -0.06
C -1.909 -2.438 -2.523 -0.15 0.45 -0.02
N -0.771 -2.628 -1.838 0.12 -0.05 -0.04
C -0.506 -3.968 -1.850 0.25 0.02 0.19
C 0.556 -4.592 -1.197 -0.28 -0.12 -0.22
C 0.658 -6.074 -1.326 -0.09 0.03 -0.05
C -0.340 -6.908 -0.825 -0.05 -0.03 0.00
C -0.280 -8.284 -1.001 -0.02 0.01 0.00
C 0.783 -8.827 -1.703 -0.02 0.09 0.02
Cl 0.845 -10.555 -1.973 0.01 -0.02 0.01
C 1.795 -8.026 -2.204 0.06 0.02 0.01
C 1.733 -6.654 -1.998 -0.03 -0.06 -0.01
C 1.521 -3.945 -0.412 0.10 0.34 0.22
C 2.508 -4.628 0.411 0.04 -0.03 -0.02
C 3.165 -3.671 1.098 -0.03 0.02 0.05
C 2.616 -2.402 0.650 0.29 0.25 0.19
N 1.629 -2.611 -0.249 -0.13 -0.22 -0.40
C 3.144 -1.148 0.981 -0.09 -0.26 -0.04
C 2.927 0.011 0.202 -0.02 0.21 -0.04
C 3.644 1.263 0.293 -0.06 -0.21 0.07
C 3.246 2.016 -0.766 -0.16 -0.05 -0.18
C 2.236 1.254 -1.461 0.23 0.08 0.24
N 2.061 0.058 -0.846 -0.01 0.00 0.01
C 4.002 -1.093 2.194 0.00 0.10 0.02
C 5.324 -0.651 2.179 -0.01 -0.02 0.01
C 6.074 -0.598 3.346 0.02 -0.01 -0.04
C 5.495 -1.000 4.538 -0.03 -0.01 -0.08
Cl 6.440 -0.940 6.008 0.00 0.01 0.01
C 4.189 -1.456 4.583 0.00 -0.03 0.03
C 3.450 -1.505 3.411 -0.05 0.06 -0.05
C -1.524 -4.649 -2.628 -0.20 0.09 -0.07
C -2.420 -3.708 -3.006 0.03 -0.23 0.06
N -0.388 0.112 -2.440 -0.03 -0.02 -0.10
H 1.037 6.196 -3.711 0.01 -0.02 -0.03
H 0.224 4.095 -2.689 0.04 0.00 0.02
H 3.831 2.125 -3.841 -0.01 0.03 0.01
H 4.651 4.225 -4.884 -0.03 0.00 0.02
H 0.028 2.213 -4.981 -0.01 -0.02 0.03
H -2.163 0.711 -5.171 0.09 -0.02 0.03
H -4.326 -2.650 -1.764 -0.03 0.05 0.03
H -6.759 -2.347 -1.821 0.04 0.01 -0.01
H -6.271 1.096 -4.302 0.01 -0.03 0.01
H -3.858 0.777 -4.292 -0.09 -0.01 0.10
H -1.173 -6.464 -0.290 0.06 0.01 0.02
H -1.052 -8.928 -0.599 0.02 0.02 -0.03
H 2.612 -8.468 -2.759 -0.01 0.01 0.05
H 2.519 -6.014 -2.381 -0.03 -0.02 -0.02
H 2.649 -5.696 0.477 -0.03 0.05 0.02
H 3.959 -3.796 1.818 -0.05 -0.02 -0.02
H 4.349 1.541 1.060 0.01 -0.03 -0.03
H 3.570 3.013 -1.024 -0.03 -0.02 0.03
H 5.775 -0.362 1.238 -0.01 0.01 0.02
H 7.102 -0.259 3.330 -0.03 -0.01 0.01
H 3.754 -1.770 5.524 0.00 -0.01 -0.05
H 2.422 -1.856 3.427 0.06 0.00 0.03
H -1.554 -5.702 -2.862 0.05 0.02 -0.01
H -3.287 -3.839 -3.636 0.01 0.02 0.05
S -1.659 -0.216 2.910 -0.01 0.24 -0.15
C -2.015 1.284 2.331 0.23 -0.01 0.78
N -1.468 2.429 2.862 -0.10 0.02 -0.27
C -1.902 3.744 2.399 0.09 -0.22 -0.03
C -3.346 3.619 2.000 0.21 -0.08 0.01
N -3.434 2.666 0.907 0.14 -0.24 0.21
C -4.169 3.036 -0.289 0.00 -0.09 0.12
C -3.459 3.992 -1.229 -0.01 0.04 -0.03
C -3.128 5.303 -0.889 0.01 0.02 0.01
C -2.597 6.174 -1.830 -0.04 -0.02 -0.05
C -2.410 5.758 -3.142 0.02 -0.07 0.01
C -2.713 4.448 -3.487 0.07 0.03 0.00
C -3.217 3.575 -2.533 0.07 -0.10 -0.07
C -2.949 1.416 1.149 -0.33 0.17 -0.32
S -3.294 0.086 0.237 -0.17 0.31 -0.25
C -0.128 2.301 3.454 -0.08 0.05 0.09
C 0.404 3.600 3.999 -0.09 0.03 -0.04
C 0.110 3.997 5.300 -0.01 0.04 0.02
C 0.576 5.209 5.795 0.00 0.00 -0.01
C 1.346 6.038 4.988 0.01 -0.03 -0.02
C 1.644 5.648 3.688 0.00 0.00 0.03
C 1.176 4.436 3.196 0.04 -0.04 -0.05
H -1.308 4.105 1.552 -0.01 0.02 0.07
H -1.801 4.448 3.224 0.01 0.07 0.06
H -3.750 4.573 1.685 -0.03 0.04 -0.02
H -3.929 3.266 2.858 -0.09 0.00 0.00
H -5.126 3.482 0.007 0.00 -0.04 0.06
H -4.382 2.110 -0.816 -0.07 -0.05 -0.05
H -3.278 5.670 0.118 -0.02 -0.01 -0.03
H -2.342 7.186 -1.541 0.00 -0.02 0.01
H -2.021 6.443 -3.886 0.01 -0.02 0.03
H -2.547 4.100 -4.499 0.03 -0.03 0.03
H -3.414 2.542 -2.799 -0.03 0.02 0.01
H 0.543 1.913 2.681 -0.04 -0.05 -0.01
H -0.187 1.553 4.240 0.00 -0.05 0.09
H -0.501 3.351 5.924 0.04 0.01 -0.02
H 0.337 5.508 6.810 0.02 -0.02 -0.02
H 1.717 6.981 5.373 -0.03 -0.03 -0.01
H 2.238 6.294 3.050 -0.02 -0.04 0.02
H 1.387 4.139 2.171 -0.01 0.08 0.10
O 0.487 4.008 -0.044 -0.16 -0.59 0.10
C 0.157 2.845 0.143 -0.09 -0.34 -0.15
N -0.178 1.719 0.345 0.37 1.26 -0.36
S -0.952 -3.519 2.072 0.14 -0.23 0.07
C 0.090 -4.514 3.047 -0.11 -0.03 -0.08
C 0.467 -5.822 2.660 0.09 0.04 0.28
C 1.262 -6.627 3.464 -0.08 0.12 -0.05
C 1.731 -6.167 4.693 0.05 -0.03 -0.01
C 1.392 -4.876 5.089 -0.06 0.08 -0.08
C 0.593 -4.067 4.290 0.12 -0.18 -0.01
H 0.117 -6.188 1.704 -0.02 -0.01 0.01
H 1.522 -7.627 3.126 -0.01 0.03 0.00
H 2.344 -6.799 5.326 0.00 0.03 -0.03
H 1.754 -4.496 6.041 -0.02 0.00 -0.02
H 0.329 -3.066 4.616 -0.02 -0.02 -0.01
```
Positions in Å, forces in eV/Å.

The value obtained for the HOMO-LUMO gap is 4.1860 eV. As for the HOMO energy: -1.343 eV. For the strongest force on any atom, the calculation gives 1.36 eV/A. The electronic energy is -6365.91857 Eh. For the energy relative to the best compared isomer or geometry (same formula, charge and spin), the calculation gives 0.965 eV. The total charge is -2.